{
  "formula": "C28H27F2N5O12",
  "method": "ωB97M-V/def2-TZVPD",
  "lumo_ev": -0.685,
  "homo_energy_ev": -9.813,
  "orbital_gap_ev": 9.13,
  "energy_ha": -2459.2675,
  "smiles": "O=[N+]([O-])c1ccccc1.O=[N+]([O-])c1ccccc1.O=[N+]([O-])c1ccccc1.O=C1OC[C@@H](F)O1.O=C1OC[C@@H](F)O1.CC#N.CC#N",
  "multiplicity": 1,
  "symbols": ["O", "N", "O", "C", "C", "C", "C", "C", "C", "H", "H", "H", "H", "H", "O", "N", "O", "C", "C", "C", "C", "C", "C", "H", "H", "H", "H", "H", "O", "N", "O", "C", "C", "C", "C", "C", "C", "H", "H", "H", "H", "H", "O", "C", "O", "C", "C", "F", "O", "H", "H", "H", "O", "C", "O", "C", "C", "F", "O", "H", "H", "H", "C", "C", "N", "H", "H", "H", "C", "C", "N", "H", "H", "H"],
  "coordinates": [[-2.56773, 20.69166, 20.22225], [-3.77799, 20.73386, 20.17346], [-4.51032, 20.33939, 21.07655], [-4.40901, 21.11785, 18.90059], [-3.56395, 21.57340, 17.93133], [-4.10764, 22.05686, 16.73612], [-5.48492, 22.02009, 16.56075], [-6.29865, 21.48044, 17.55452], [-5.79466, 21.04116, 18.74885], [-2.49199, 21.67288, 18.11803], [-3.46625, 22.47239, 16.00217], [-5.88505, 22.46452, 15.66332], [-7.41254, 21.50641, 17.44431], [-6.42000, 20.67514, 19.55253], [-5.60818, 12.95720, 20.96758], [-6.35167, 12.01706, 20.79628], [-6.72335, 11.14997, 21.55489], [-6.93685, 11.89459, 19.40431], [-7.81881, 10.86869, 19.10690], [-8.26500, 10.69743, 17.78747], [-7.75704, 11.50007, 16.79317], [-6.79780, 12.45797, 17.12648], [-6.41990, 12.70660, 18.40521], [-8.16903, 10.27646, 19.89178], [-8.93989, 9.88697, 17.61502], [-8.04634, 11.44150, 15.77412], [-6.34785, 13.13506, 16.37046], [-5.74488, 13.47966, 18.67407], [-2.93931, 19.66229, 14.93012], [-2.17515, 18.68770, 14.74983], [-1.88392, 18.18106, 13.68718], [-1.46650, 18.14142, 15.97262], [-1.98620, 18.52809, 17.24140], [-1.27266, 18.15783, 18.36502], [-0.17099, 17.34900, 18.16001], [0.25306, 16.92094, 16.88811], [-0.36638, 17.40578, 15.76762], [-2.89211, 19.09187, 17.34518], [-1.68675, 18.43312, 19.35476], [0.28167, 16.90102, 19.04142], [1.14693, 16.37174, 16.84706], [-0.05773, 17.06760, 14.81288], [-4.91813, 17.20567, 12.73742], [-3.87497, 17.03940, 12.15664], [-3.32508, 17.86793, 11.19278], [-2.08417, 17.37142, 10.83067], [-1.90385, 16.07380, 11.47065], [-0.88642, 16.07787, 12.40975], [-3.11055, 15.93552, 12.24000], [-2.02747, 17.22280, 9.74945], [-1.39882, 18.12688, 11.17395], [-1.78401, 15.20053, 10.82932], [-6.56452, 15.71880, 16.85195], [-6.66721, 16.76133, 16.36074], [-5.76025, 17.37818, 15.64806], [-6.33327, 18.55942, 15.13102], [-7.75788, 18.50120, 15.35525], [-8.42685, 17.94933, 14.31708], [-7.82817, 17.57373, 16.43457], [-5.96028, 19.32035, 15.80423], [-5.97823, 18.76852, 14.15273], [-8.20679, 19.46269, 15.61958], [-10.07645, 14.15578, 18.45857], [-10.80715, 14.39898, 19.71524], [-11.34357, 14.66913, 20.69135], [-10.63518, 13.33359, 17.91039], [-9.03222, 13.82034, 18.58004], [-10.03961, 15.06751, 17.89984], [-7.48207, 20.89307, 10.86537], [-7.33825, 20.83111, 12.28373], [-7.27632, 20.89005, 13.43040], [-8.26184, 20.18950, 10.58345], [-6.57760, 20.66128, 10.29474], [-7.81476, 21.89362, 10.58783]],
  "forces_ev_per_angstrom": [[0.26, 0.35, 0.08], [-0.83, -1.52, 0.63], [0.36, 0.65, -0.57], [-0.21, -0.05, 0.62], [0.57, 0.98, -0.95], [-0.65, -0.60, 1.05], [0.61, 0.12, 0.02], [-1.88, 0.53, -0.45], [0.83, -0.16, 0.41], [-0.45, -0.25, 0.00], [0.42, 0.26, -0.62], [-0.32, -0.19, -0.09], [1.14, -0.12, -0.09], [0.09, 0.02, -0.07], [0.04, -0.50, 0.91], [-1.43, -0.10, -2.15], [0.73, 0.47, 0.89], [0.52, -0.34, -0.14], [0.33, 1.16, -0.86], [0.46, 0.01, 1.05], [0.77, 0.51, 0.52], [0.04, 1.19, -1.79], [-0.19, -0.63, 1.32], [-0.48, -0.98, 0.98], [-0.44, -0.20, -0.34], [-0.33, -0.36, -0.69], [-0.57, -0.71, 0.32], [0.52, 0.52, -0.02], [1.24, -2.02, -0.76], [-0.41, 1.28, 1.45], [-0.48, 0.54, 0.15], [-2.96, 2.34, 0.38], [0.92, -0.28, -1.14], [-0.97, -0.01, -0.12], [0.41, -1.18, 0.30], [-0.25, 1.43, 2.03], [0.62, -1.31, 0.19], [-0.21, 0.18, -0.34], [0.67, -0.28, -0.65], [0.32, 0.25, -0.18], [0.84, -0.93, -0.27], [0.16, 0.12, -0.89], [1.77, 0.01, -0.96], [-1.04, 0.50, -0.55], [-2.22, -0.39, 1.28], [0.80, 1.39, -1.79], [-0.58, -1.30, 2.81], [0.01, -0.23, -0.85], [0.38, -0.57, -0.25], [-0.06, 0.44, -0.02], [0.90, -0.11, -0.07], [0.06, 0.08, 0.15], [0.07, -2.61, 1.62], [-1.68, 2.46, -0.75], [0.45, -0.50, -0.78], [2.43, 1.68, 0.65], [-1.22, -0.76, 1.19], [-0.57, -0.13, -0.73], [0.47, -0.40, -0.14], [0.17, 0.68, -0.13], [0.06, -0.15, -0.81], [-0.09, -0.35, -0.02], [-0.61, -1.68, -0.01], [0.86, 0.11, -0.38], [-0.21, -0.10, 0.13], [0.72, 1.13, 0.38], [-0.53, 0.09, 0.37], [-0.17, 0.45, -0.52], [-0.30, -0.06, -1.18], [0.36, 0.37, 1.33], [0.01, -0.14, -0.30], [-0.03, -0.06, -0.19], [-0.05, -0.03, 0.39], [0.01, -0.01, 0.00]]
}

***

{
  "formula": "C28H27FIN4O3V",
  "method": "ωB97M-V/def2-TZVPD",
  "lumo_ev": [-5.164, -5.258],
  "homo_energy_ev": [-12.005, -12.079],
  "orbital_gap_ev": [6.84, 6.82],
  "energy_ha": -2869.0621,
  "multiplicity": 3,
  "total_charge": 2,
  "de_lowest_ev": 0.311,
  "symbols": ["V", "I", "C", "C", "C", "C", "C", "C", "C", "C", "C", "C", "H", "H", "H", "H", "H", "H", "C", "C", "N", "C", "C", "C", "O", "O", "C", "O", "C", "C", "C", "F", "C", "C", "C", "N", "C", "C", "N", "C", "C", "H", "H", "H", "H", "H", "H", "H", "H", "H", "H", "H", "H", "H", "H", "H", "H", "H", "H", "C", "C", "N", "H", "H", "H"],
  "coordinates": [[0.19033, -0.61272, 0.12451], [2.72914, -0.26022, 1.11331], [3.40664, -1.94194, 0.05888], [4.69504, -2.34622, 0.22757], [5.15404, -3.46017, -0.50992], [4.31489, -4.09104, -1.37990], [2.97705, -3.65878, -1.55848], [2.12082, -4.29633, -2.48777], [0.84157, -3.85366, -2.66206], [0.35811, -2.77278, -1.89692], [1.13274, -2.11068, -0.97159], [2.47899, -2.55928, -0.81470], [5.36667, -1.83298, 0.90206], [6.17441, -3.79343, -0.38326], [4.66551, -4.93602, -1.95910], [2.50364, -5.12883, -3.06438], [0.19680, -4.32844, -3.39015], [-0.66537, -2.45176, -2.07170], [-7.43654, -0.89972, 0.44654], [-6.62191, -1.33672, -0.75682], [-5.19420, -1.52805, -0.42838], [-4.31916, -0.58238, -0.77580], [-2.97810, -0.60772, -0.47434], [-2.14945, 0.51369, -1.04011], [-2.67087, 1.53997, -1.39519], [-0.86442, 0.24997, -1.16864], [-2.48454, -1.65430, 0.33258], [-1.29775, -1.72485, 0.78441], [-3.41290, -2.72019, 0.66025], [-2.95396, -3.85020, 1.35219], [-3.82178, -4.86117, 1.63049], [-3.36836, -5.96787, 2.24562], [-5.18663, -4.80105, 1.28815], [-5.63770, -3.68592, 0.61143], [-4.75760, -2.64514, 0.27266], [-6.09011, -5.83770, 1.61298], [-5.85692, -6.66587, 2.78069], [-7.17986, -7.22184, 3.27440], [-7.83161, -8.00264, 2.15984], [-8.01868, -7.15433, 0.92716], [-6.67071, -6.59262, 0.51655], [-8.47330, -0.74933, 0.14687], [-7.06281, 0.04625, 0.83744], [-7.41884, -1.63111, 1.25406], [-6.65487, -0.57449, -1.53213], [-6.99106, -2.25520, -1.21158], [-4.70701, 0.26065, -1.33386], [-1.91134, -3.92826, 1.62685], [-6.68799, -3.61688, 0.37129], [-5.42656, -6.06932, 3.58344], [-5.16181, -7.49320, 2.58218], [-7.87764, -6.43120, 3.54424], [-7.04573, -7.90037, 4.11467], [-8.73000, -8.37613, 2.47052], [-7.24487, -8.80915, 1.92903], [-8.71266, -6.36402, 1.20850], [-8.46074, -7.78074, 0.15508], [-6.80837, -5.95660, -0.35517], [-6.01128, -7.42008, 0.20635], [-0.42754, 3.63728, 2.10201], [-0.37318, 2.22371, 1.77865], [-0.35350, 1.10882, 1.51315], [-0.02480, 3.80304, 3.09930], [-1.46588, 3.96327, 2.06101], [0.15589, 4.19069, 1.36776]],
  "forces_ev_per_angstrom": [[-0.34, 0.11, -0.58], [0.04, 0.03, 0.14], [0.08, -0.13, -0.11], [-0.01, 0.01, 0.00], [-0.05, 0.01, -0.01], [0.04, 0.00, 0.02], [0.02, -0.06, -0.06], [-0.05, 0.06, 0.03], [0.08, -0.05, -0.03], [-0.15, 0.08, 0.03], [0.01, 0.09, 0.27], [0.01, 0.17, 0.07], [-0.01, 0.01, 0.01], [0.00, 0.00, 0.00], [0.00, 0.00, 0.00], [0.01, 0.00, 0.00], [-0.01, 0.00, 0.00], [0.00, -0.01, 0.01], [-0.08, 0.03, 0.01], [0.11, 0.01, -0.05], [-0.03, -0.03, 0.02], [0.04, -0.02, 0.01], [-0.18, -0.07, 0.00], [0.09, 0.15, -0.07], [-0.05, -0.03, 0.03], [0.25, -0.27, 0.41], [0.08, -0.02, 0.00], [0.02, 0.05, -0.12], [0.00, 0.04, 0.06], [-0.06, 0.02, -0.02], [-0.01, 0.02, 0.03], [0.09, 0.02, -0.05], [0.10, -0.01, 0.01], [0.08, 0.04, 0.00], [-0.05, -0.01, 0.00], [-0.18, 0.06, -0.05], [-0.01, -0.01, 0.13], [-0.04, -0.05, -0.03], [0.01, 0.00, -0.01], [-0.01, -0.04, 0.09], [0.05, -0.06, -0.05], [0.00, -0.01, 0.00], [0.01, 0.00, 0.00], [0.02, 0.00, -0.01], [-0.01, -0.01, 0.00], [-0.04, -0.01, 0.04], [0.02, 0.01, -0.01], [0.01, 0.01, 0.01], [-0.01, -0.03, 0.01], [-0.01, -0.03, -0.02], [-0.02, -0.01, 0.00], [0.02, 0.01, 0.01], [0.01, 0.02, 0.01], [0.00, 0.01, 0.00], [-0.01, 0.00, 0.00], [0.01, 0.01, -0.05], [0.02, 0.01, -0.02], [-0.03, 0.03, 0.02], [0.01, 0.01, -0.01], [-0.05, -0.04, -0.02], [-0.13, -0.08, 0.03], [0.29, -0.14, -0.16], [0.00, 0.02, 0.00], [0.02, 0.05, 0.01], [0.00, 0.03, 0.01]]
}